[1]
This record from the OMol25 dataset describes a cluster of 2 separate species, C5H11N2O in total. The level of theory is ωB97M-V/def2-TZVPD.

net charge = +1
ΔE to the lowest compared entry with this formula, charge and spin = 102.41 kcal/mol
lowest unoccupied orbital energy = -3.868 eV
orbital gap = 0.3132 hartree
multiplicity = 1
highest occupied orbital energy = -12.4 eV
total energy = -10381.164 eV

Each line ends with the Löwdin charge.
Positions of all 19 atoms, in Å:
C1 2.25562 -0.99676 0.89054  -0.087
C2 2.10424 -0.01266 -0.19663  -0.195
C3 -1.90533 0.22915 -0.40978  -0.074
C4 -3.77991 -1.12191 -1.18173  -0.068
C5 2.17640 1.33503 -0.03664  -0.223
N1 -1.04080 1.02286 0.01511  0.241
N2 -2.67868 -0.63383 -0.55178  0.127
O1 2.55284 1.90375 1.14113  -0.024
H1 3.12121 -0.44454 1.35799  0.084
H2 2.56586 -1.96937 0.68533  0.057
H3 -0.01678 0.78760 -0.07004  0.114
H4 -4.75578 -0.46745 -1.28731  0.161
H5 -3.92468 -1.98666 -0.50914  0.111
H6 -3.53835 -1.36687 -2.23942  0.120
H7 2.02589 2.05587 -0.83630  0.132
H8 1.49694 -1.02513 1.74721  0.114
H9 -1.21686 1.81221 0.62778  0.168
H10 1.68610 -0.38980 -1.06371  0.074
H11 2.87208 1.26851 1.91739  0.169


[2]
This record from the OMol25 dataset describes a structure of composition C15H30Cl12N2O2. The level of theory is ωB97M-V/def2-TZVPD.

net charge = 0
lowest unoccupied orbital energy = -0.501 eV
orbital gap = 0.3103 hartree
multiplicity = 1
highest occupied orbital energy = -8.9 eV
total energy = -173371.075 eV

Each line ends with the Löwdin charge.
Positions of all 61 atoms, in Å:
Cl1 -3.94207 1.73975 -0.08724  0.609
C1 -2.67713 2.33536 -1.18293  -0.824
C2 -2.97065 3.80502 -1.35579  -0.672
Cl2 -4.04655 4.12367 -2.79010  0.538
H1 -2.65639 1.68275 -2.05574  -0.002
H2 -1.79846 2.14047 -0.56807  -0.177
H3 -2.06262 4.36229 -1.58610  0.027
H4 -3.37151 4.24350 -0.44193  0.057
Cl3 -0.96795 3.39989 0.63133  0.725
C3 0.11504 4.02533 -0.62303  -0.670
C4 1.60585 3.79040 -0.37185  -0.635
Cl4 2.22189 4.83410 0.99102  0.522
H5 -0.19728 5.05277 -0.80990  0.086
H6 -0.11528 3.46178 -1.52717  -0.011
H7 2.20115 4.17539 -1.19979  0.075
H8 1.80154 2.73617 -0.17592  -0.002
Cl5 -0.34178 -2.57178 1.80251  0.738
C5 -1.13852 -1.20043 2.52493  -0.672
C6 -0.19004 -0.58260 3.58997  -0.777
Cl6 -1.07194 0.67265 4.42694  0.633
H9 -2.05756 -1.54669 2.99776  0.081
H10 -1.45440 -0.47607 1.77418  -0.090
H11 0.69561 -0.11019 3.16507  -0.066
H12 0.22476 -1.33369 4.26221  0.073
Cl7 -2.02840 -0.92703 -2.05302  0.675
C7 -1.51841 0.42086 -3.13976  -0.617
C8 -0.82274 -0.04561 -4.41440  -0.642
Cl8 -0.68004 1.24773 -5.60236  0.598
H13 -0.80269 1.06988 -2.63517  -0.132
H14 -2.37313 1.07617 -3.30747  0.059
H15 -1.24386 -0.90963 -4.92843  0.075
H16 0.22162 -0.19935 -4.14281  0.060
C9 -1.61427 -5.02222 -2.17194  -0.276
O1 -2.24795 -4.96439 -3.28417  -0.059
N1 -0.62747 -4.15082 -1.82388  -0.158
C10 0.20252 -4.30038 -0.63280  -0.127
C11 -0.34529 -2.95755 -2.67774  -0.209
H17 -1.77236 -5.82967 -1.44035  0.130
H18 -0.05467 -3.47171 0.02694  -0.102
H19 1.27002 -4.24300 -0.84545  0.094
H20 0.01614 -5.20848 -0.05945  0.094
H21 -1.01066 -2.87045 -3.53670  0.072
H22 -0.49603 -2.06383 -2.07223  -0.218
H23 0.68970 -3.07600 -2.99843  0.099
C12 4.60037 -0.30701 3.10463  -0.399
O2 5.12345 -0.66184 2.05698  0.006
N2 3.33918 -0.25950 3.40543  -0.110
C13 2.79570 0.12421 4.76759  -0.002
C14 2.37138 -0.77248 2.41184  -0.153
H24 5.23728 -0.09291 3.97682  0.134
H25 3.46702 0.10050 5.62601  0.088
H26 1.86059 -0.39466 4.97840  0.061
H27 2.53899 1.17978 4.85689  0.087
H28 1.58738 -1.31566 2.93947  0.027
H29 1.88629 0.07017 1.91915  -0.266
H30 2.76049 -1.40355 1.61281  0.121
C15 -0.00382 0.27131 -0.27098  -1.598
Cl9 0.38403 -1.28730 -0.93108  0.740
Cl10 -1.68243 0.30096 0.11350  0.583
Cl11 0.86963 0.59924 1.27418  0.879
Cl12 0.29669 1.51442 -1.49239  0.817


[3]
This record from the OMol25 dataset describes the molecule C5H7NO. The level of theory is ωB97M-V/def2-TZVPD.

net charge = 0
ΔE to the lowest compared entry with this formula, charge and spin = 2.57 kcal/mol
lowest unoccupied orbital energy = 0.854 eV
orbital gap = 0.3810 hartree
multiplicity = 1
structure (SMILES) = O=C1CC=CCN1
highest occupied orbital energy = -9.5 eV
total energy = -8836.091 eV

Each line ends with the Löwdin charge.
Positions of all 14 atoms, in Å:
O1 1.48278 2.20772 0.32866  0.039
C1 0.81072 1.20450 0.14653  -0.491
C2 1.44909 -0.16494 -0.03309  -0.093
C3 0.50910 -1.33173 0.09944  -0.095
C4 -0.81189 -1.19066 0.03475  -0.094
C5 -1.46210 0.14964 -0.17220  -0.182
N1 -0.55075 1.25141 0.09270  0.071
H1 2.27683 -0.22312 0.68139  0.123
H2 1.93102 -0.17372 -1.02059  0.130
H3 0.94803 -2.31798 0.24353  0.103
H4 -1.47325 -2.05347 0.11665  0.104
H5 -2.33549 0.25149 0.48469  0.118
H6 -1.84492 0.20648 -1.20307  0.119
H7 -0.92917 2.18437 0.20063  0.146


[4]
This record from the OMol25 dataset describes a structure of composition C25H61ClN6NbO7. The level of theory is ωB97M-V/def2-TZVPD.

net charge = -1
lowest unoccupied orbital energy = 1.707 eV
orbital gap = 0.2225 hartree
multiplicity = 1
highest occupied orbital energy = -4.3 eV
total energy = -64255.809 eV

Each line ends with the Löwdin charge.
Positions of all 101 atoms, in Å:
C1 -5.92541 -3.74168 5.52648  -0.078
C2 -4.80684 -2.78014 5.95470  -0.286
O1 -4.60905 -1.72224 5.04721  -0.162
C3 -4.13861 -2.08759 3.77446  -0.246
C4 -2.71427 -2.66905 3.75411  -0.163
C5 -1.69504 -1.51276 3.86359  -0.231
C6 -0.53978 -1.73012 4.84020  -0.340
C7 -0.02022 -0.37378 5.41325  -0.436
Nb1 -1.06511 0.23156 7.33855  0.822
Cl1 0.14748 -1.48968 8.62393  -0.292
H1 -6.51845 -4.05728 6.37330  0.061
H2 -5.51105 -4.58927 4.98916  0.063
H3 -6.55432 -3.20173 4.82816  0.069
H4 -5.10901 -2.30571 6.88029  0.112
H5 -3.88185 -3.31062 6.16240  0.100
H6 -4.08541 -1.15975 3.21487  0.113
H7 -4.82972 -2.73870 3.22785  0.105
H8 -2.55621 -3.43534 4.50238  0.094
H9 -2.61614 -3.15904 2.78798  0.096
H10 -2.23599 -0.63066 4.18622  0.082
H11 -1.29062 -1.30434 2.87835  0.096
H12 0.27102 -2.22114 4.30280  0.088
H13 -0.83617 -2.36630 5.66829  0.048
H14 1.05903 -0.38689 5.54075  0.015
H15 -0.23102 0.36628 4.64599  0.005
H16 -2.43164 -0.91700 6.88370  -0.120
H17 -2.18154 0.71389 8.71732  -0.206
H18 0.07071 1.62666 7.72839  -0.163
H19 -2.01436 1.41086 6.33824  -0.159
C8 -3.05869 -1.15945 -0.35679  -0.349
O2 -2.14724 -1.96211 -0.24746  -0.012
N1 -2.91088 0.16662 -0.43618  -0.178
C9 -4.03577 1.06664 -0.59032  -0.049
C10 -1.56771 0.71779 -0.37104  -0.027
H20 -4.11315 -1.48296 -0.40735  0.134
H21 -3.93267 1.63882 -1.51415  0.088
H22 -4.08102 1.75872 0.25233  0.093
H23 -4.96240 0.49716 -0.62501  0.080
H24 -0.95661 0.30072 -1.17060  0.068
H25 -1.10500 0.46783 0.58470  0.095
H26 -1.61670 1.79581 -0.48536  0.082
C11 -0.23059 3.06197 -3.09704  -0.357
O3 -1.38276 2.66764 -3.05402  -0.006
N2 0.82093 2.31339 -3.46127  -0.179
C12 2.17151 2.84251 -3.48895  -0.058
C13 0.59814 0.91917 -3.81124  -0.034
H27 0.05275 4.08792 -2.80389  0.132
H28 2.59091 2.76673 -4.49027  0.073
H29 2.80005 2.28139 -2.79112  0.091
H30 2.16697 3.88939 -3.19313  0.080
H31 -0.07714 0.83997 -4.66125  0.070
H32 0.15372 0.39873 -2.96090  0.069
H33 1.54719 0.45436 -4.06399  0.092
C14 -0.42388 -3.67362 -4.05571  -0.299
O4 -0.01993 -3.78017 -5.20389  -0.053
N3 -0.38743 -4.65067 -3.13922  -0.182
C15 -0.89403 -4.45514 -1.78814  -0.040
C16 0.17355 -5.93376 -3.51861  -0.042
H34 -0.86611 -2.74013 -3.66890  0.145
H35 -0.09627 -4.61293 -1.06093  0.097
H36 -1.70255 -5.16026 -1.58685  0.094
H37 -1.27481 -3.44584 -1.66850  0.049
H38 1.21102 -5.81550 -3.83396  0.091
H39 -0.38554 -6.36032 -4.35266  0.090
H40 0.12844 -6.60959 -2.66905  0.085
C17 5.56001 3.39659 -5.20945  -0.351
O5 4.49896 3.87680 -5.55489  0.010
N4 6.35185 3.91040 -4.24863  -0.199
C18 7.60725 3.29339 -3.87188  -0.061
C19 5.92090 5.12211 -3.57220  -0.038
H41 5.96815 2.47544 -5.66019  0.135
H42 7.58969 3.00827 -2.81815  0.090
H43 8.43551 3.98605 -4.03549  0.088
H44 7.77457 2.40153 -4.47143  0.081
H45 4.96138 4.95918 -3.08092  0.087
H46 5.79921 5.93255 -4.29121  0.093
H47 6.66278 5.40428 -2.82999  0.085
C20 2.59253 3.23500 4.69041  -0.360
O6 1.99514 2.18314 4.65336  0.022
N5 3.03798 3.81408 5.82608  -0.202
C21 3.73726 5.07730 5.82436  -0.078
C22 2.79162 3.12777 7.08810  -0.048
H48 2.82309 3.82642 3.78274  0.126
H49 4.73856 4.96141 6.24842  0.083
H50 3.19104 5.81710 6.41520  0.086
H51 3.83116 5.44690 4.80456  0.075
H52 3.25878 2.14268 7.07734  0.093
H53 1.72299 2.98237 7.24350  0.032
H54 3.20514 3.71756 7.90382  0.081
C23 -0.63838 0.00626 -7.88500  -0.359
O7 -0.04468 0.73589 -7.11517  0.001
N6 -0.77456 -1.32163 -7.71524  -0.184
C24 -1.49170 -2.14873 -8.66136  -0.062
C25 -0.18391 -1.93770 -6.53320  -0.061
H55 -1.13018 0.38184 -8.79995  0.127
H56 -2.33563 -2.64015 -8.17284  0.088
H57 -0.83111 -2.91439 -9.07387  0.087
H58 -1.86882 -1.53551 -9.47745  0.076
H59 -0.60569 -1.49927 -5.62967  0.085
H60 0.89281 -1.76962 -6.51906  0.106
H61 -0.38046 -3.00464 -6.53286  0.049